ORCA calculation (ωB97M-V/def2-TZVPD) on CH4N2OS as an isolated structure.

Output
- <S²>: 2.017
- HOMO level (spin up / spin down): -6.82 / -9.44 eV
- 2S+1: 3
- F_max: 5.4 eV Å⁻¹
- Charge: 0
- Relative energy (zero: lowest compared OMol25 entry of this formula, charge and spin): 3.246 eV

Element x y z (Å)
C -1.688 -0.275 0.358
N 1.516 0.083 -0.934
N 1.135 0.368 0.406
O 0.114 -0.347 0.877
S -2.678 0.965 0.111
H -2.026 -1.179 0.904
H 1.695 -0.921 -0.985
H 0.610 0.064 -1.529
H 1.322 1.243 0.792

---

ORCA calculation (ωB97M-V/def2-TZVPD) on an isolated ion of composition CH4N2P and charge +1.

Output
- HOMO level: -14.96 eV
- SMILES string: [H]/P=N/C=[NH2+]
- F_max: 3.1 eV Å⁻¹
- Charge: +1
- Relative energy (zero: lowest compared OMol25 entry of this formula, charge and spin): 0.008 eV

Element x y z (Å)
C -0.616 -0.074 0.014
N 0.522 -0.497 -0.448
N -0.754 0.815 0.973
P 1.524 -0.546 -1.670
H -1.411 -0.685 -0.487
H -1.590 0.848 1.546
H -0.087 1.545 1.275
H 2.411 -1.406 -1.204

---

ORCA calculation (ωB97M-V/def2-TZVPD) on an isolated ion of composition CH4N2P and charge +1.

Output
- HOMO level: -14.77 eV
- SMILES string: [H]/P=N\C=[NH2+]
- F_max: 4.2 eV Å⁻¹
- Charge: +1
- Relative energy (zero: lowest compared OMol25 entry of this formula, charge and spin): 0.200 eV

Element x y z (Å)
C -0.199 0.438 0.546
N 0.568 -0.639 0.369
N -1.145 0.656 -0.391
P 1.586 -1.782 0.136
H -0.213 0.837 1.550
H -1.878 1.343 -0.478
H -1.294 0.067 -1.109
H 2.576 -0.919 -0.622

---

ORCA calculation (ωB97M-V/def2-TZVPD) on a single CH4N2S2 molecule.

Output
- HOMO level: -8.38 eV
- SMILES string: S/N=C/NS
- F_max: 2.0 eV Å⁻¹
- Charge: 0
- Relative energy (zero: lowest compared OMol25 entry of this formula, charge and spin): 1.321 eV

Element x y z (Å)
C -0.101 -0.133 -0.147
H 2.709 -0.471 1.342
H 0.989 1.440 0.243
H -0.193 -1.249 -0.336
H -3.327 0.722 0.460
N 1.116 0.533 -0.190
N -1.129 0.632 0.042
S 2.612 -0.209 -0.002
S -2.579 -0.279 0.015

---

ORCA calculation (ωB97M-V/def2-TZVPD) on CH4N2Si as an isolated structure.

Output
- HOMO level (spin up / spin down): -9.05 / -8.94 eV
- F_max: 3.7 eV Å⁻¹
- Charge: 0
- Relative energy (zero: lowest compared OMol25 entry of this formula, charge and spin): 6.754 eV

Element x y z (Å)
C -0.001 0.504 1.316
N 0.910 0.391 0.290
N -0.004 -0.781 0.568
Si -0.101 -0.236 -1.007
H 0.384 0.522 2.323
H -0.947 1.016 1.028
H -0.752 0.767 -1.861
H 0.510 -2.184 -2.656

---

ORCA calculation (ωB97M-V/def2-TZVPD) on an isolated ion of composition CH4N3 and charge +1.

Output
- HOMO level: -14.38 eV
- F_max: 7.6 eV Å⁻¹
- Charge: +1
- Relative energy (zero: lowest compared OMol25 entry of this formula, charge and spin): 3.177 eV

Element x y z (Å)
C -0.110 -0.220 0.701
N -1.891 1.631 0.215
N -1.048 0.847 0.491
N 0.615 -0.504 -0.530
H 0.243 -0.121 1.694
H 1.653 -0.295 -0.521
H 0.076 0.127 -1.261
H 0.462 -1.464 -0.790

---

ORCA calculation (ωB97M-V/def2-TZVPD) on an isolated ion of composition CH4N3 and charge +1.

Output
- <S²>: 2.078
- HOMO level (spin up / spin down): -14.79 / -16.66 eV
- 2S+1: 3
- F_max: 10.9 eV Å⁻¹
- Charge: +1
- Relative energy (zero: lowest compared OMol25 entry of this formula, charge and spin): 3.094 eV

Element x y z (Å)
C 0.226 -0.221 0.313
N 0.023 -1.843 -1.826
N 0.419 -0.801 -0.929
N -0.414 1.010 0.363
H 1.231 -0.171 0.787
H -0.367 -0.981 0.880
H 0.103 1.832 0.638
H -1.221 1.174 -0.227

---

ORCA calculation (ωB97M-V/def2-TZVPD) on a 2-piece molecular cluster, CH4N3O overall.

Output
- HOMO level (spin up / spin down): -1.90 / -2.47 eV
- F_max: 5.4 eV Å⁻¹
- Charge: -1
- Relative energy (zero: lowest compared OMol25 entry of this formula, charge and spin): 3.053 eV

Element x y z (Å)
C -0.997 0.981 -0.116
N 1.995 -1.316 0.013
N -0.175 0.586 -1.114
N 0.785 -1.312 0.220
O 0.152 -1.601 1.190
H -1.566 0.203 0.452
H -2.006 1.563 -0.584
H -0.465 1.591 0.722
H 2.276 -0.695 -0.783

---

ORCA calculation (ωB97M-V/def2-TZVPD) on a 2-piece molecular cluster, CH4N3O overall.

Output
- HOMO level: -14.26 eV
- F_max: 5.6 eV Å⁻¹
- Charge: +1
- Relative energy (zero: lowest compared OMol25 entry of this formula, charge and spin): 4.147 eV

Element x y z (Å)
C -0.635 -0.383 -0.484
N 0.483 0.288 -0.275
N 2.274 1.713 -0.979
N -1.254 -0.903 0.606
O 2.646 1.954 0.027
H -1.207 -0.449 -1.485
H 0.755 0.293 0.629
H -2.129 -1.380 0.446
H -0.935 -1.133 1.515

---

ORCA calculation (ωB97M-V/def2-TZVPD) on an isolated ion of composition CH4N3O2 and charge -1.

Output
- HOMO level: -2.65 eV
- SMILES string: CN(N=O)N[O-]
- F_max: 5.1 eV Å⁻¹
- Charge: -1
- Relative energy (zero: lowest compared OMol25 entry of this formula, charge and spin): 4.833 eV

Element x y z (Å)
C 0.049 -0.338 0.598
N -1.761 1.221 0.190
N -0.388 0.339 -1.880
N -0.714 0.625 -0.188
O 0.697 -0.280 -1.956
O -2.453 1.840 -0.602
H 0.941 0.216 1.276
H -0.527 -0.880 1.288
H 0.717 -0.726 -0.243
H -0.184 1.448 -2.010

---

ORCA calculation (ωB97M-V/def2-TZVPD) on an isolated ion of composition CH4N3O2 and charge -1.

Output
- HOMO level: -3.56 eV
- SMILES string: CNN=[N+]([O-])[O-]
- F_max: 5.3 eV Å⁻¹
- Charge: -1
- Relative energy (zero: lowest compared OMol25 entry of this formula, charge and spin): 3.346 eV

Element x y z (Å)
C -0.223 -0.139 0.105
N 2.069 -0.808 -0.396
N 0.929 -0.225 -1.005
N 2.942 -0.068 0.078
O 2.719 1.189 0.053
O 4.019 -0.504 0.457
H -0.942 0.565 -0.355
H -0.728 -1.014 0.251
H 0.278 0.167 1.034
H 1.236 0.704 -1.032

---

ORCA calculation (ωB97M-V/def2-TZVPD) on a 2-piece molecular cluster, CH4N3O2 overall.

Output
- HOMO level: -16.39 eV
- F_max: 3.8 eV Å⁻¹
- Charge: +1
- Relative energy (zero: lowest compared OMol25 entry of this formula, charge and spin): 1.072 eV

Element x y z (Å)
C 1.512 -0.110 -0.073
N -2.269 -0.459 0.130
N 1.777 -1.212 0.108
N 0.949 0.975 -0.250
O -1.822 0.672 0.116
O -1.759 -1.424 -0.345
H -3.229 -0.476 0.379
H 2.252 -1.719 0.747
H -0.077 0.863 -0.327
H 1.349 1.629 -0.880

---

ORCA calculation (ωB97M-V/def2-TZVPD) on CH4N4 as an isolated structure.

Output
- HOMO level (spin up / spin down): -9.97 / -9.94 eV
- F_max: 3.8 eV Å⁻¹
- Charge: 0
- Relative energy (zero: lowest compared OMol25 entry of this formula, charge and spin): 7.889 eV

Element x y z (Å)
C -0.604 -0.853 1.085
N -1.207 -1.539 0.097
N -0.386 -0.938 -0.813
N 0.398 -0.554 0.263
N 0.373 2.022 -0.405
H -0.821 -0.830 2.072
H 0.270 -1.499 -1.400
H 0.959 1.698 -1.245
H 1.018 2.494 0.345

---

ORCA calculation (ωB97M-V/def2-TZVPD) on a 2-piece molecular cluster, CH4N4 overall.

Output
- HOMO level: -9.55 eV
- SMILES string: [H]/N=N\N.C#N
- F_max: 5.2 eV Å⁻¹
- Charge: 0
- Relative energy (zero: lowest compared OMol25 entry of this formula, charge and spin): 3.823 eV

Element x y z (Å)
C 2.127 0.839 0.186
N 1.564 -0.162 0.130
N -1.834 1.180 0.040
N -1.759 0.015 -0.418
N -1.372 -0.963 0.372
H 2.566 1.699 0.355
H -1.659 1.222 1.044
H -0.853 -1.674 -0.024
H -0.915 -0.628 1.147

---

ORCA calculation (ωB97M-V/def2-TZVPD) on a single CH4N4O molecule.

Output
- HOMO level (spin up / spin down): -8.46 / -8.46 eV
- F_max: 4.4 eV Å⁻¹
- Charge: 0
- Relative energy (zero: lowest compared OMol25 entry of this formula, charge and spin): 4.680 eV

Element x y z (Å)
C 0.650 0.618 0.597
N 0.188 -1.718 -0.624
N 0.101 0.575 -0.682
N -0.189 -0.736 -1.174
N -0.047 -0.452 1.453
O -1.264 -0.360 1.543
H 1.627 0.184 0.605
H 0.434 1.508 1.077
H -0.696 1.147 -0.643
H -0.804 -0.766 -2.152

---

ORCA calculation (ωB97M-V/def2-TZVPD) on a single CH4N4O molecule.

Output
- HOMO level: -9.50 eV
- SMILES string: [H]/N=C(\N)NN=O
- F_max: 5.2 eV Å⁻¹
- Charge: 0
- Relative energy (zero: lowest compared OMol25 entry of this formula, charge and spin): 1.663 eV

Element x y z (Å)
C 0.110 0.511 -0.666
H -1.842 0.333 -1.517
H -0.563 0.234 -2.626
H 1.511 -0.115 -1.820
H -1.342 1.091 0.980
N -0.848 0.642 -1.714
N 1.315 0.003 -0.874
N -0.461 0.531 0.626
N -0.305 -0.409 1.647
O 0.459 -1.247 1.397

---

ORCA calculation (ωB97M-V/def2-TZVPD) on CH4N4OS as an isolated structure.

Output
- HOMO level: -8.90 eV
- F_max: 3.7 eV Å⁻¹
- Charge: 0
- Relative energy (zero: lowest compared OMol25 entry of this formula, charge and spin): 1.821 eV

Element x y z (Å)
C 1.429 1.188 0.112
N -1.719 -1.560 0.724
N -1.992 -0.317 0.781
N -0.845 -1.708 -0.230
N -0.400 -0.693 -0.907
O 0.123 1.394 0.598
S -1.203 0.611 -0.311
H 1.695 2.185 -0.393
H 2.178 1.158 0.841
H 1.472 0.365 -0.618
H -0.739 -2.622 -0.596

---

ORCA calculation (ωB97M-V/def2-TZVPD) on a single CH4N4S molecule.

Output
- HOMO level: -7.62 eV
- SMILES string: [S-][N+]1=NNCN1
- F_max: 5.7 eV Å⁻¹
- Charge: 0
- Relative energy (zero: lowest compared OMol25 entry of this formula, charge and spin): 3.157 eV

Element x y z (Å)
C 0.125 -0.236 0.183
N -1.961 0.861 0.379
N -1.355 -0.227 -0.207
N 0.202 1.035 0.826
N -1.057 1.616 0.937
S -1.314 3.092 1.431
H 0.361 -1.194 0.864
H 0.869 -0.265 -0.811
H -2.014 -0.942 -0.346
H 0.708 1.159 1.767

---

ORCA calculation (ωB97M-V/def2-TZVPD) on a single CH4N4S2 molecule.

Output
- HOMO level (spin up / spin down): -7.12 / -7.12 eV
- F_max: 2.3 eV Å⁻¹
- Charge: 0
- Relative energy (zero: lowest compared OMol25 entry of this formula, charge and spin): 3.474 eV

Element x y z (Å)
C -0.921 0.059 0.306
N 1.178 -1.214 0.030
N -0.135 -1.159 0.021
N 1.936 -0.279 0.008
N -0.252 1.144 -0.332
S 3.284 0.428 -0.054
S -2.603 -0.328 -0.237
H -0.937 0.232 1.394
H -0.592 -2.047 0.172
H -0.400 1.126 -1.336
H -0.560 2.038 0.027

---

ORCA calculation (ωB97M-V/def2-TZVPD) on an isolated ion of composition CH4N5O2 and charge +1.

Output
- HOMO level: -14.06 eV
- F_max: 3.3 eV Å⁻¹
- Charge: +1
- Relative energy (zero: lowest compared OMol25 entry of this formula, charge and spin): 0.956 eV

Element x y z (Å)
C -0.129 0.026 0.386
N 1.980 -2.141 -1.488
N -0.310 -1.156 0.727
N 1.242 -2.052 -0.654
N 0.370 -2.186 0.229
N -1.171 0.967 0.985
O 0.585 0.830 -1.557
O 0.888 0.569 -0.161
H -1.094 2.081 0.836
H -1.222 0.690 1.984
H -2.066 0.694 0.491
H 0.927 1.677 -1.778